[1]
Computed, not measured: C5H10O as an isolated structure, with ωB97M-V/def2-TZVPD.

Geometry as XYZ:
```
16
C5H10O, DFT ωB97M-V/def2-TZVPD
C -1.2076 0.6712 -1.1790
C 0.0253 -0.0266 -0.6677
C 1.2184 0.7651 -0.3497
C 1.0905 0.0191 0.9571
C -0.6662 -0.5645 1.0739
O 1.8752 -1.1096 0.8514
H -1.0349 0.9661 -2.2216
H -2.0961 0.0299 -1.1467
H -1.4179 1.5777 -0.6022
H 0.2453 -0.9913 -1.1178
H 2.1203 0.5009 -0.8987
H 1.0689 1.8424 -0.2723
H -0.4095 -1.1953 1.9311
H -1.3760 -1.1968 0.5022
H -1.2141 0.2985 1.4529
H 1.7782 -1.5869 1.6873
```

The value obtained for the total energy is -271.5746 a.u. For the molar mass, the calculation gives 86.13 g/mol. As for the net charge: 0. The calculation puts the gap between HOMO and LUMO at 8.32 eV.

Atomic partial charges in e from the natural (NBO) method, atoms 1 to 8: number 1, C, carries -0.629; number 2, C, carries -0.090; number 3, C, carries -0.538; number 4, C, carries 0.205; number 5, C, carries -0.642; number 6, O, carries -0.723; number 7, H, carries 0.227; number 8, H, carries 0.212

---

[2]
Computed, not measured: an isolated molecule of C5H10O, with ωB97M-V/def2-TZVPD.

Geometry as XYZ:
```
16
C5H10O, DFT ωB97M-V/def2-TZVPD
C 0.3952 -1.9966 -0.3926
C 0.6335 -0.6817 0.3018
C -0.4830 0.4143 -0.1727
C -0.0922 1.5115 -1.1827
C -0.5614 0.8802 1.2254
O 0.1577 1.7371 1.6830
H -0.5644 -2.4055 -0.0537
H 1.1722 -2.7417 -0.1985
H 0.3330 -1.7897 -1.4598
H 0.6575 -0.8846 1.3979
H 1.6195 -0.2319 0.1363
H -1.4301 -0.0555 -0.5008
H 0.9296 1.8419 -1.0007
H -0.7262 2.4071 -1.0740
H -0.1930 1.1994 -2.2306
H -1.1735 0.1861 1.8425
```

The value obtained for the total energy is -271.7138 a.u. As for the SMILES: CC[C@H](C)C=O. For the molar mass, the calculation gives 86.13 g/mol. As for the net charge: 0. The calculation puts the gap between HOMO and LUMO at 10.46 eV.

Atomic partial charges in e from the natural (NBO) method, atoms 1 to 8: number 1, C, carries -0.606; number 2, C, carries -0.380; number 3, C, carries -0.312; number 4, C, carries -0.615; number 5, C, carries 0.437; number 6, O, carries -0.562; number 7, H, carries 0.204; number 8, H, carries 0.214

---

[3]
Computed, not measured: an isolated molecule of C5H10O, with ωB97M-V/def2-TZVPD.

Geometry as XYZ:
```
16
C5H10O, DFT ωB97M-V/def2-TZVPD
C -0.4177 -2.0951 0.2987
C 0.5088 -0.8962 0.3139
O 1.5748 -0.9312 0.8919
C 0.0327 0.3621 -0.4102
C 1.1998 1.3013 -0.6962
C -1.0474 1.0538 0.4376
H -1.3972 -1.8385 0.7175
H -0.5856 -2.4292 -0.7317
H 0.0252 -2.9063 0.8791
H -0.4318 0.0478 -1.3561
H 1.9248 0.8389 -1.3733
H 1.7258 1.5455 0.2312
H 0.8435 2.2301 -1.1546
H -0.6555 1.3049 1.4299
H -1.9368 0.4279 0.5675
H -1.3634 1.9844 -0.0452
```

The value obtained for the total energy is -271.7524 a.u. As for the SMILES: CC(=O)C(C)C. For the molar mass, the calculation gives 86.13 g/mol. As for the net charge: 0. The calculation puts the gap between HOMO and LUMO at 10.53 eV.

Atomic partial charges in e from the natural (NBO) method, atoms 1 to 8: number 1, C, carries -0.723; number 2, C, carries 0.608; number 3, O, carries -0.545; number 4, C, carries -0.324; number 5, C, carries -0.603; number 6, C, carries -0.598; number 7, H, carries 0.229; number 8, H, carries 0.230

---

[4]
Computed, not measured: an isolated molecule of C5H10O, with ωB97M-V/def2-TZVPD.

Geometry as XYZ:
```
16
C5H10O, DFT ωB97M-V/def2-TZVPD
C 0.8880 0.9399 -1.0071
C 0.6532 0.4160 0.3943
C -0.8662 1.0121 1.0351
O -1.8131 0.2216 0.5998
C 0.1239 -0.8912 0.5675
C -0.3516 -1.7260 -0.5462
H 1.6899 0.4029 -1.5298
H 1.1679 1.9973 -0.9700
H -0.0279 0.8615 -1.6020
H 1.4086 0.7048 1.1266
H -0.9235 2.0932 0.7623
H -0.5960 0.9483 2.1089
H 0.1258 -1.3038 1.5750
H -0.6886 -2.7152 -0.2321
H 0.4134 -1.8046 -1.3288
H -1.2037 -1.1568 -0.9535
```

The value obtained for the total energy is -271.6114 a.u. For the molar mass, the calculation gives 86.13 g/mol. As for the net charge: 0. The calculation puts the gap between HOMO and LUMO at 7.76 eV.

Atomic partial charges in e from the natural (NBO) method, atoms 1 to 8: number 1, C, carries -0.628; number 2, C, carries -0.393; number 3, C, carries 0.106; number 4, O, carries -0.788; number 5, C, carries 0.293; number 6, C, carries -0.728; number 7, H, carries 0.210; number 8, H, carries 0.223

---

[5]
Computed, not measured: a 2-piece molecular cluster, C5H10O overall, with ωB97M-V/def2-TZVPD.

Geometry as XYZ:
```
16
C5H10O, DFT ωB97M-V/def2-TZVPD
C 2.2085 -0.4583 -0.3665
C 0.7518 -0.2673 -0.1000
C 0.1010 -0.4573 1.0433
O -1.2616 -0.4076 0.9736
C -1.5995 -0.1296 -0.3997
C -0.2746 -0.0313 -1.1861
H 2.6742 0.4031 -0.8606
H 2.7600 -0.6650 0.5565
H 2.3407 -1.3221 -1.0316
H 0.4926 -0.6621 2.0336
H -2.2432 -0.9393 -0.7577
H -2.1699 0.8041 -0.4132
H -0.1595 0.9429 -1.6802
H -0.1963 -0.7961 -1.9697
H -1.6553 2.3575 2.0368
H -1.7691 1.6284 2.1216
```

The value obtained for the total energy is -271.6856 a.u. As for the SMILES: CC1=COCC1.[H][H]. For the molar mass, the calculation gives 86.13 g/mol. As for the net charge: 0. The calculation puts the gap between HOMO and LUMO at 9.19 eV.

Atomic partial charges in e from the natural (NBO) method, atoms 1 to 8: number 1, C, carries -0.623; number 2, C, carries -0.100; number 3, C, carries 0.127; number 4, O, carries -0.505; number 5, C, carries -0.069; number 6, C, carries -0.451; number 7, H, carries 0.212; number 8, H, carries 0.219

---

[6]
Computed, not measured: an isolated molecule of C5H10O in a non-equilibrium geometry, with ωB97M-V/def2-TZVPD.

Geometry as XYZ:
```
16
C5H10O, DFT ωB97M-V/def2-TZVPD
C -1.7169 -0.2420 -1.2081
C -0.8253 -0.6711 -0.0484
C 0.2459 0.3714 0.2953
C 0.9769 0.0472 1.6142
C 1.3577 0.6029 -0.7973
O 2.5020 0.7765 -0.3717
H -1.1157 -0.0295 -2.0988
H -2.4435 -1.0204 -1.4620
H -2.2746 0.6683 -0.9568
H -1.4403 -0.8584 0.8448
H -0.3333 -1.6244 -0.2804
H -0.2602 1.3444 0.4160
H 1.4267 -0.9518 1.5727
H 1.7833 0.7584 1.8041
H 0.2860 0.0706 2.4655
H 1.8312 0.7578 -1.7892
```

The value obtained for the total energy is -271.6730 a.u. As for the SMILES: CC[C@@H](C)C=O. For the molar mass, the calculation gives 86.13 g/mol. As for the net charge: 0. The calculation puts the gap between HOMO and LUMO at 10.07 eV.

Atomic partial charges in e from the natural (NBO) method, atoms 1 to 8: number 1, C, carries -0.607; number 2, C, carries -0.393; number 3, C, carries -0.292; number 4, C, carries -0.608; number 5, C, carries 0.298; number 6, O, carries -0.572; number 7, H, carries 0.206; number 8, H, carries 0.214

---

[7]
Computed, not measured: a 2-piece molecular cluster, C5H10O overall in a non-equilibrium geometry, with ωB97M-V/def2-TZVPD.

Geometry as XYZ:
```
16
C5H10O, DFT ωB97M-V/def2-TZVPD
C -0.8832 0.6168 2.4132
C -0.4721 0.6893 1.1627
C -1.3508 0.3837 -0.0383
C -0.5337 0.0034 -1.2626
C 0.0531 -1.1741 -1.4148
H -0.2667 0.9134 3.2553
H -1.8632 0.2546 2.7064
H 0.4783 1.1278 0.8643
H -2.1428 -0.3359 0.1583
H -1.7639 1.3687 -0.2699
H -0.3679 0.8120 -1.9676
H 0.6193 -1.4208 -2.2959
H -0.1032 -1.9138 -0.6485
O 2.9792 -0.1342 -1.1046
H 2.2877 -0.1576 -0.4354
H 3.3298 -1.0335 -1.1225
```

The value obtained for the total energy is -271.6871 a.u. As for the SMILES: C=CCC=C.O. For the molar mass, the calculation gives 86.13 g/mol. As for the net charge: 0. The calculation puts the gap between HOMO and LUMO at 10.68 eV.

Atomic partial charges in e from the natural (NBO) method, atoms 1 to 8: number 1, C, carries -0.402; number 2, C, carries -0.164; number 3, C, carries -0.494; number 4, C, carries -0.165; number 5, C, carries -0.408; number 6, H, carries 0.200; number 7, H, carries 0.192; number 8, H, carries 0.194

---

[8]
Computed, not measured: a 2-piece molecular cluster, C5H10O overall in a non-equilibrium geometry, with ωB97M-V/def2-TZVPD.

Geometry as XYZ:
```
16
C5H10O, DFT ωB97M-V/def2-TZVPD
C -0.9750 4.5524 -1.8256
C -0.3139 3.4163 -1.1391
C 0.1324 2.4008 -0.6096
C 0.8395 1.2243 -0.1174
C 0.0000 0.0000 0.0000
H -0.9640 4.4875 -2.9267
H -0.4565 5.4775 -1.5226
H -2.0232 4.6095 -1.4870
H 1.6881 1.1042 -0.8181
H 1.2500 1.5618 0.8537
H 0.5159 -0.9080 0.3549
H -0.3938 -0.1921 -1.0122
H -0.8480 0.2089 0.6737
O 2.0409 0.7234 4.0025
H 1.2983 0.3611 3.4683
H 2.8464 0.5276 3.4723
```

The value obtained for the total energy is -271.6786 a.u. As for the SMILES: CC#CCC.O. For the molar mass, the calculation gives 86.13 g/mol. As for the net charge: 0. The calculation puts the gap between HOMO and LUMO at 10.03 eV.

Atomic partial charges in e from the natural (NBO) method, atoms 1 to 8: number 1, C, carries -0.680; number 2, C, carries -0.003; number 3, C, carries -0.034; number 4, C, carries -0.473; number 5, C, carries -0.599; number 6, H, carries 0.234; number 7, H, carries 0.233; number 8, H, carries 0.235

---

[9]
Computed, not measured: an isolated molecule of C5H10O in a non-equilibrium geometry, with ωB97M-V/def2-TZVPD.

Geometry as XYZ:
```
16
C5H10O, DFT ωB97M-V/def2-TZVPD
C -0.2749 -2.6126 1.1570
O -0.1727 -1.4795 0.2154
C -0.3058 -0.1431 0.6391
C 0.0934 0.8000 -0.2903
C 0.1870 2.2557 0.1508
C 0.3153 0.4514 -1.8147
H 0.5015 -3.3470 0.6538
H 0.0790 -2.1649 2.1834
H -1.3720 -2.9785 1.2499
H -0.7765 0.1267 1.5876
H -0.6725 2.5395 0.9037
H 1.1419 2.4687 0.7371
H 0.1051 2.9620 -0.7602
H 1.1312 -0.3916 -1.9193
H 0.6631 1.3554 -2.3063
H -0.6433 0.1577 -2.3870
```

The value obtained for the total energy is -271.6577 a.u. As for the SMILES: COC=C(C)C. For the molar mass, the calculation gives 86.13 g/mol. As for the net charge: 0. The calculation puts the gap between HOMO and LUMO at 8.93 eV.

Atomic partial charges in e from the natural (NBO) method, atoms 1 to 8: number 1, C, carries -0.265; number 2, O, carries -0.555; number 3, C, carries 0.098; number 4, C, carries -0.068; number 5, C, carries -0.644; number 6, C, carries -0.645; number 7, H, carries 0.214; number 8, H, carries 0.181

---

[10]
Computed, not measured: an isolated molecule of C5H10O in a non-equilibrium geometry, with ωB97M-V/def2-TZVPD.

Geometry as XYZ:
```
16
C5H10O, DFT ωB97M-V/def2-TZVPD
C 1.8668 -0.7582 0.0005
C 1.1244 0.5927 -0.1050
C -0.3469 0.4489 -0.5785
C -1.4807 1.1837 0.0675
C -1.2677 -0.2642 0.3792
O -2.1956 -1.1453 -0.1913
H 1.2045 -1.4762 0.5736
H 2.8209 -0.7275 0.7027
H 2.2484 -1.2014 -0.9693
H 1.5293 1.3816 -0.6628
H 1.1397 1.0759 0.9339
H -0.3515 0.0129 -1.6022
H -1.3789 2.0794 0.8236
H -2.3825 1.3887 -0.5610
H -0.8592 -0.5865 1.3987
H -1.6713 -2.0044 -0.2096
```

The value obtained for the total energy is -271.6773 a.u. As for the SMILES: CC[C@@H]1C[C@H]1O. For the molar mass, the calculation gives 86.13 g/mol. As for the net charge: 0. The calculation puts the gap between HOMO and LUMO at 10.39 eV.

Atomic partial charges in e from the natural (NBO) method, atoms 1 to 8: number 1, C, carries -0.622; number 2, C, carries -0.404; number 3, C, carries -0.261; number 4, C, carries -0.441; number 5, C, carries 0.064; number 6, O, carries -0.700; number 7, H, carries 0.205; number 8, H, carries 0.214

---

[11]
Computed, not measured: an isolated molecule of C5H10O in a non-equilibrium geometry, with ωB97M-V/def2-TZVPD.

Geometry as XYZ:
```
16
C5H10O, DFT ωB97M-V/def2-TZVPD
C 2.0553 -0.6160 0.5757
C 1.2956 0.4891 0.8792
C 0.1610 1.1680 0.1720
C -0.4010 0.3228 -1.0086
C -1.3118 -0.7448 -0.4442
O -2.2633 -0.2879 0.4720
H 2.9346 -0.7836 1.2376
H 2.0198 -1.1697 -0.3250
H 1.6534 0.9356 1.7802
H 0.5789 2.0685 -0.1298
H -0.6132 1.2536 0.9081
H -1.0461 0.9475 -1.7527
H 0.3582 -0.1963 -1.5678
H -0.5707 -1.3390 0.0336
H -1.7058 -1.3028 -1.2467
H -3.1448 -0.7450 0.4164
```

The value obtained for the total energy is -271.6868 a.u. As for the SMILES: C=CCCCO. For the molar mass, the calculation gives 86.13 g/mol. As for the net charge: 0. The calculation puts the gap between HOMO and LUMO at 10.20 eV.

Atomic partial charges in e from the natural (NBO) method, atoms 1 to 8: number 1, C, carries -0.440; number 2, C, carries -0.140; number 3, C, carries -0.466; number 4, C, carries -0.397; number 5, C, carries -0.067; number 6, O, carries -0.739; number 7, H, carries 0.200; number 8, H, carries 0.185

---

[12]
Computed, not measured: an isolated molecule of C5H10O in a non-equilibrium geometry, with ωB97M-V/def2-TZVPD.

Geometry as XYZ:
```
16
C5H10O, DFT ωB97M-V/def2-TZVPD
C 0.7719 -0.6047 1.2026
C 0.3621 -0.2360 -0.2584
C -0.0568 -1.4864 -1.0218
C -0.7959 0.7697 -0.1679
C -0.4258 2.2179 -0.1394
O 0.6816 2.6019 0.1629
H 1.6688 -1.2236 1.1738
H -0.0097 -1.1720 1.7436
H 0.9913 0.2885 1.8086
H 1.2272 0.2572 -0.7109
H -0.1725 -1.2993 -2.0949
H 0.6887 -2.2743 -0.8832
H -1.0175 -1.8655 -0.6458
H -1.7264 0.5586 -0.7153
H -0.9421 0.5219 0.8764
H -1.2449 2.9463 -0.3303
```

The value obtained for the total energy is -271.7219 a.u. As for the SMILES: CC(C)CC=O. For the molar mass, the calculation gives 86.13 g/mol. As for the net charge: 0. The calculation puts the gap between HOMO and LUMO at 10.86 eV.

Atomic partial charges in e from the natural (NBO) method, atoms 1 to 8: number 1, C, carries -0.621; number 2, C, carries -0.209; number 3, C, carries -0.602; number 4, C, carries -0.544; number 5, C, carries 0.445; number 6, O, carries -0.535; number 7, H, carries 0.213; number 8, H, carries 0.199